A 6-piece molecular cluster, C2H15NO5 overall in a non-equilibrium geometry, computed with ωB97M-V with the def2-TZVPD basis set.

Geometry as XYZ:
```
23
Properties=species:S:1:pos:R:3
C -1.477 -2.075 -1.420
C -0.531 -2.039 -0.440
N 0.790 -1.878 -0.714
H -1.470 -2.174 -2.489
H -2.436 -2.156 -0.949
H -0.877 -1.797 0.559
H 1.088 -2.465 -1.471
H 1.560 -1.751 -0.029
H -2.086 0.247 0.304
H -2.921 1.358 0.773
O -2.091 0.920 1.007
H -1.045 -0.330 2.838
H -1.401 1.132 2.657
O -1.116 0.477 3.355
H 1.098 0.677 -2.957
H 0.930 1.484 -1.793
O 1.599 0.848 -2.142
H 3.161 0.287 0.386
H 1.720 0.308 0.449
O 2.452 -0.184 0.854
H 0.946 3.254 -0.807
H -0.004 2.355 0.098
O 0.191 2.658 -0.796
```

HOMO-LUMO gap ... 8.3 eV
2S+1 ... 1

Atomic partial charges in e from the natural (NBO) method, atoms 1 to 4:
1. C -0.58
2. C 0.02
3. N -0.82
4. H 0.21